Entry 1:
Formula: C5H6N2O
Source: the Open Molecules 2025 dataset
Level of theory: ωB97M-V/def2-TZVPD

The HOMO-LUMO gap is 10.074 eV. The HOMO energy is -9.43 eV. Its lowest unoccupied orbital energy is 0.6 eV. As for the SMILES: C#CC(=O)N/N=C\C. The total charge is 0. The energy above the lowest of the compared OMol25 structures with the same formula, charge and spin is 77.4 kcal per mole. The calculation puts the largest force on an atom at 3.57 eV Å⁻¹.

Element x y z (Å)
C  -3.527990  0.113217  0.095687
C  -2.304782  0.147362  -0.066593
C  -0.891669  -0.001350  -0.466543
O  -0.499935  -0.939462  -1.091517
N  -0.142001  1.134107  -0.104798
N  1.164932  1.351078  -0.460981
C  1.990531  0.412831  -0.221248
C  1.689545  -0.940934  0.421787
H  -4.578591  0.067397  0.473659
H  -0.577707  1.923570  0.230852
H  3.073518  0.540255  -0.561637
H  0.802858  -0.760561  1.172854
H  2.549096  -1.498128  0.985524
H  1.252189  -1.549381  -0.407051

Forces on the atoms, in the same order (eV/Å):
C 1.85 0.04 0.68
C -3.18 -0.37 0.17
C -0.50 2.64 0.67
O 0.19 -0.64 -0.68
N 0.27 -3.46 -0.84
N 0.85 0.06 -0.08
C 1.73 -1.45 0.05
C -0.74 -0.01 1.40
H 1.61 0.14 -0.84
H -1.36 1.81 0.62
H -1.66 0.32 0.41
H 1.74 -0.57 -1.23
H -1.39 1.41 -1.29
H 0.61 0.07 0.95

Atom charges from the Löwdin analysis, given in e for atoms 1 to 6: 0.130, -0.022, -0.509, 0.073, 0.031, 0.027



Entry 2:
Formula: C5H6N2O
Source: the Open Molecules 2025 dataset
Level of theory: ωB97M-V/def2-TZVPD

The HOMO-LUMO gap is 9.052 eV. The HOMO energy is -8.45 eV. Its lowest unoccupied orbital energy is 0.6 eV. As for the SMILES: N#C/C=C1\NCCO1. The total charge is 0. The energy above the lowest of the compared OMol25 structures with the same formula, charge and spin is 11.6 kcal per mole. The calculation puts the largest force on an atom at 1.29 eV Å⁻¹.

Element x y z (Å)
N  -1.925100  0.275416  2.659042
C  -1.695527  0.450014  1.533297
C  -1.352092  0.707744  0.184434
C  -0.194515  0.193337  -0.314184
N  0.636945  -0.686136  0.334496
C  1.864329  -0.790197  -0.391270
C  1.414199  -0.337338  -1.776015
O  0.239954  0.459905  -1.545461
H  -1.939746  1.422937  -0.359089
H  0.598611  -0.692662  1.335338
H  2.636166  -0.138624  -0.011142
H  2.292993  -1.806269  -0.352874
H  1.110022  -1.187244  -2.355174
H  2.181045  0.256302  -2.265714

Forces on the atoms, in the same order (eV/Å):
N 0.17 0.00 -0.97
C -0.06 -0.02 0.97
C 0.45 -0.01 0.03
C -0.97 -0.07 0.84
N -0.74 0.30 -0.32
C 0.78 -0.49 -0.04
C 0.30 -0.13 0.34
O 0.39 0.09 -0.05
H -0.03 -0.01 -0.27
H 0.04 -0.07 0.29
H 0.29 0.47 0.27
H -0.38 0.29 -0.29
H -0.03 -0.36 -0.59
H -0.21 0.01 -0.22

Atom charges from the Löwdin analysis, given in e for atoms 1 to 6: 0.115, -0.279, -0.051, -0.365, 0.080, -0.154



Entry 3:
Formula: C5H6N2O2
Source: the Open Molecules 2025 dataset
Level of theory: ωB97M-V/def2-TZVPD

The HOMO-LUMO gap is 10.246 eV. The HOMO energy is -9.61 eV. Its lowest unoccupied orbital energy is 0.6 eV. As for the SMILES: CC(=O)Nc1ncco1. The total charge is 0. The energy above the lowest of the compared OMol25 structures with the same formula, charge and spin is 72.2 kcal per mole. The calculation puts the largest force on an atom at 14.57 eV Å⁻¹.

Element x y z (Å)
C  -2.637765  -0.774580  0.881119
C  -1.197033  -0.370898  0.865066
O  -0.463267  -0.816392  1.776469
N  -0.724394  0.281179  -0.202917
C  0.667066  0.479288  -0.414824
N  1.295499  1.562944  -0.360642
C  2.566551  1.255740  -0.714893
C  2.683646  -0.105709  -0.968122
O  1.394479  -0.568715  -0.766189
H  -2.902667  -1.358662  -0.105539
H  -3.140227  0.007625  0.762774
H  -3.059605  -1.341676  2.010324
H  -1.383251  0.445500  -0.943294
H  3.501578  1.904436  -0.639699
H  3.399392  -0.600080  -1.179633

Forces on the atoms, in the same order (eV/Å):
C 1.72 -7.69 1.55
C 1.54 -3.73 3.72
O -0.86 1.59 -1.81
N 0.76 0.62 -0.85
C -1.79 -1.23 0.01
N 0.34 2.54 0.28
C 3.41 -1.38 -0.10
C -10.61 9.34 3.54
O 0.94 -1.75 -0.64
H 0.61 0.44 2.15
H -4.75 6.78 -0.62
H 1.79 1.66 -3.95
H 0.24 0.30 -0.31
H -1.94 -0.49 -0.26
H 8.61 -7.01 -2.72

Atom charges from the Löwdin analysis, given in e for atoms 1 to 6: -0.011, -0.522, 0.030, 0.168, -0.414, 0.154



Entry 4:
Formula: C5H6N2O3
Source: the Open Molecules 2025 dataset
Level of theory: ωB97M-V/def2-TZVPD

The HOMO-LUMO gap is 9.212 eV. The HOMO energy is -9.21 eV. Its lowest unoccupied orbital energy is 0.0 eV. As for the SMILES: COc1oncc1C#N.O. The total charge is 0. The energy above the lowest of the compared OMol25 structures with the same formula, charge and spin is 132.7 kcal per mole. The calculation puts the largest force on an atom at 5.67 eV Å⁻¹.

Element x y z (Å)
C  3.033055  2.243234  -2.972933
O  2.272053  1.400464  -2.090380
C  2.671891  0.181181  -1.914817
O  3.556805  -0.335413  -2.755962
N  3.628062  -1.713553  -2.534347
C  3.105281  -1.848194  -1.337126
C  2.070148  -0.856641  -1.204136
C  0.662286  -1.158348  -1.251455
N  -0.455646  -0.885257  -1.564155
H  4.080668  2.285880  -2.652512
H  2.969801  1.860853  -3.998908
H  2.561366  3.226191  -2.913443
H  3.141743  -2.823670  -0.856619
O  0.667154  -2.647600  -3.474595
H  1.624517  -2.519838  -3.548991
H  -0.204039  -1.931528  -3.291981

Forces on the atoms, in the same order (eV/Å):
C 0.06 0.11 -0.46
O 0.11 0.41 0.45
C -2.24 -0.99 -1.37
O 0.02 0.97 -0.50
N 3.18 -0.27 2.29
C -2.32 -2.14 -2.69
C 0.51 0.53 1.51
C -2.61 3.23 -0.15
N 3.24 -1.45 1.44
H -0.28 0.01 -0.05
H 0.05 0.09 0.26
H 0.15 -0.25 0.05
H -0.15 0.15 -0.25
O -4.00 0.62 0.19
H -0.81 1.40 0.04
H 5.09 -2.40 -0.74

Atom charges from the Löwdin analysis, given in e for atoms 1 to 6: -0.004, 0.033, -0.338, 0.036, 0.091, -0.065